# 1
76
Properties=species:S:1:pos:R:3:mulliken_spin:R:1 method="wB97M-V/def2-TZVPD" homo_ev="-7.749 / -7.688" s2=6.0134 spin_multiplicity=5 total_charge=0 relative_energy_kcal_mol=18.1 gap_ev="7.6 / 5.6" lumo_energy_ev="-0.165 / -2.066"
Rh 0.2514 0.9374 -0.6689 2.5362
C -6.9807 2.7214 -2.0288 -0.0001
C -6.9347 1.4476 -1.1886 -0.0002
C -7.8347 1.6150 0.0356 0.0000
C -7.7745 0.3720 0.9084 0.0001
C -6.3497 0.1260 1.3034 0.0007
C -6.0557 -0.4938 2.4983 -0.0010
C -4.7325 -0.7286 2.8617 0.0002
F -4.4806 -1.3397 4.0355 0.0000
C -3.6989 -0.3593 2.0423 0.0028
C -3.9764 0.2594 0.8175 0.0258
C -2.8470 0.5585 -0.0659 -0.0040
O -1.6849 0.3539 0.3413 0.0673
C -3.2337 1.0047 -1.3647 -0.0269
C -4.5450 1.2610 -1.6417 -0.0040
N -5.5654 1.1128 -0.7783 0.0001
C -5.3088 0.5199 0.4381 -0.0008
C -2.2684 1.1538 -2.5486 0.0026
O -2.7574 1.0077 -3.6590 0.0248
O -1.0528 1.4297 -2.3250 0.1278
H -8.0194 2.9950 -2.1892 0.0000
H -6.5223 2.5928 -3.0029 -0.0001
H -6.4869 3.5409 -1.5138 0.0000
H -7.3149 0.6092 -1.7894 0.0001
H -8.8552 1.7960 -0.3026 0.0000
H -7.5148 2.4842 0.6128 0.0000
H -8.1543 -0.4892 0.3504 0.0000
H -8.3979 0.4916 1.7958 0.0000
H -6.8531 -0.8070 3.1542 0.0000
H -2.6686 -0.5451 2.3001 -0.0009
H -4.7763 1.5852 -2.6447 -0.0005
N 5.9047 0.9048 5.3328 0.0004
C 5.5016 1.0950 4.0353 0.0007
C 6.0569 2.1187 3.2599 -0.0004
C 5.6820 2.2760 1.9399 0.0008
C 4.7587 1.4104 1.3807 0.0071
C 4.2116 0.3832 2.1265 -0.0062
C 4.5752 0.2251 3.4480 -0.0013
S 4.2033 1.6276 -0.3030 0.0157
O 4.5132 0.4566 -1.0745 0.0050
O 4.6831 2.8980 -0.7752 0.0066
N 2.5594 1.6596 -0.1610 0.0326
C 1.9897 2.7020 0.3852 0.0201
S 2.7678 4.0787 1.1259 -0.0007
C 1.1867 4.7059 1.5143 0.0176
C 0.2132 3.8780 1.0718 0.0005
N 0.6630 2.7601 0.4520 0.0777
H 6.3756 1.6659 5.7905 0.0000
H 5.3191 0.3377 5.9208 0.0000
H 6.7799 2.7865 3.7079 0.0001
H 6.0890 3.0680 1.3304 0.0000
H 3.4996 -0.2755 1.6533 0.0023
H 4.1474 -0.5696 4.0421 0.0000
H 1.0898 5.6462 2.0162 -0.0005
H -0.8482 4.0352 1.1580 -0.0015
C 5.1814 -5.8884 -2.8386 -0.0010
C 4.3157 -4.7260 -2.4630 0.0166
C 4.3156 -3.5527 -3.2001 -0.0023
C 3.4130 -2.5327 -2.9507 -0.0758
C 3.5020 -1.2598 -3.7202 0.0885
C 2.4713 -2.6953 -1.9261 -0.0294
Te 0.8461 -1.2976 -1.8255 1.0751
C 2.5423 -3.8103 -1.0879 0.0255
C 1.6847 -3.9733 0.1286 -0.0136
C 3.4643 -4.8063 -1.3720 -0.0034
H 5.7695 -5.6719 -3.7260 -0.0001
H 4.5566 -6.7566 -3.0477 0.0011
H 5.8569 -6.1574 -2.0290 0.0012
H 5.0354 -3.4354 -3.9955 -0.0008
H 4.2215 -1.3349 -4.5319 0.0043
H 3.8286 -0.4785 -3.0303 -0.0213
H 2.5326 -0.9757 -4.1342 -0.0131
H 1.1103 -3.0666 0.3204 0.0200
H 2.3179 -4.1823 0.9898 0.0019
H 0.9937 -4.8076 0.0140 0.0003
H 3.5124 -5.6774 -0.7348 -0.0004

---

# 2
74
Properties=species:S:1:pos:R:3:lowdin_charge:R:1 method="wB97M-V/def2-TZVPD" homo_ev=-8.103 spin_multiplicity=1 total_charge=0 relative_energy_kcal_mol=0.0 gap_ev=8.4 lumo_energy_ev=0.334
Au -0.1166 -1.6459 1.1201 0.5000
C -2.6214 0.6736 -0.3755 -0.3951
C -2.9759 -0.2071 -1.5737 -0.3703
C -3.1420 -1.6972 -1.2311 -0.3625
Sb -1.3110 -2.6904 -0.8103 1.4471
C -0.3949 -2.7057 -2.7104 -0.3647
C -1.0883 -2.3050 -3.8475 -0.1125
C -0.4570 -2.3065 -5.0827 -0.0712
C 0.8646 -2.7151 -5.1881 -0.0771
C 1.5574 -3.1170 -4.0561 -0.0864
C 0.9347 -3.1035 -2.8170 -0.1423
C -1.9730 -4.6969 -0.7017 -0.3694
C -1.0240 -5.7149 -0.6375 -0.1313
C -1.4258 -7.0393 -0.5600 -0.0816
C -2.7778 -7.3539 -0.5362 -0.0827
C -3.7255 -6.3443 -0.5987 -0.0816
C -3.3257 -5.0163 -0.6773 -0.1230
Sb -1.6104 2.5379 -0.8556 1.4868
C -3.1159 3.0197 -2.3472 -0.3973
C -3.1982 2.4162 -3.6029 -0.1514
C -4.2350 2.7247 -4.4737 -0.0900
C -5.2122 3.6386 -4.1029 -0.0991
C -5.1497 4.2398 -2.8557 -0.0979
C -4.1075 3.9320 -1.9894 -0.1521
C -0.1848 1.7984 -2.2840 -0.3936
C 0.6200 0.6986 -1.9893 -0.1328
C 1.5907 0.2673 -2.8837 -0.0881
C 1.7609 0.9239 -4.0934 -0.0883
C 0.9733 2.0262 -4.3948 -0.0872
C 0.0179 2.4693 -3.4897 -0.1479
H -1.9441 0.1618 0.3118 -0.0200
H -3.5126 0.9621 0.1845 0.0557
H -2.2041 -0.1058 -2.3433 0.0633
H -3.9090 0.1458 -2.0163 0.1056
H -3.6046 -2.2263 -2.0675 0.0579
H -3.7844 -1.8179 -0.3560 0.0665
H -2.1231 -1.9925 -3.7836 0.0918
H -0.9981 -1.9863 -5.9637 0.1071
H 1.3545 -2.7181 -6.1533 0.1061
H 2.5919 -3.4227 -4.1314 0.0923
H 1.4972 -3.3821 -1.9319 0.0955
H 0.0336 -5.4753 -0.6513 0.0948
H -0.6836 -7.8256 -0.5138 0.1058
H -3.0914 -8.3871 -0.4644 0.1048
H -4.7803 -6.5867 -0.5838 0.1055
H -4.0758 -4.2364 -0.7205 0.0871
H -2.4498 1.6974 -3.9124 0.0851
H -4.2759 2.2540 -5.4488 0.0998
H -6.0163 3.8834 -4.7852 0.0988
H -5.9060 4.9557 -2.5586 0.0996
H -4.0679 4.4102 -1.0160 0.0832
H 0.5133 0.1981 -1.0337 0.0422
H 2.2170 -0.5778 -2.6286 0.0742
H 2.5194 0.5882 -4.7908 0.0971
H 1.1157 2.5543 -5.3299 0.1006
H -0.5764 3.3429 -3.7313 0.0949
C 5.4185 -1.7436 -3.6728 -0.0226
C 5.3349 -0.9609 -2.3975 -0.3244
C 6.1807 0.1174 -2.1494 -0.0118
C 6.0075 0.7858 -0.9564 -0.1043
N 5.0599 0.4483 -0.0845 0.0257
C 4.3167 -0.5935 -0.4019 -0.7422
S 3.0549 -1.1292 0.7221 0.5694
N 4.4175 -1.3306 -1.5076 0.0936
H 6.4230 -2.1450 -3.8122 0.0859
H 5.2005 -1.0957 -4.5236 0.0854
H 4.7050 -2.5612 -3.6516 0.0572
H 6.9398 0.4142 -2.8591 0.1126
H 6.6322 1.6263 -0.6772 0.1160
O 1.0317 1.7040 3.4327 -0.3320
S 1.0540 0.6917 2.4235 0.1201
O 0.6172 -0.6651 2.9006 -0.5289
O 0.3473 1.0144 1.1927 -0.5002
S 3.0933 0.5446 1.9652 0.4491